The following is a DFT calculation (ωB97M-V/def2-TZVPD) of a molecular structure, C3H4O4Tl.

Summary:
Net charge = +1
Gap between HOMO and LUMO (alpha / beta) = 5.133 / 5.126 eV
HOMO (alpha / beta) = -14.19 / -14.19 eV
F_max = 7.40 eV/Å

Cartesian coordinates (Å):
O1 -1.1856 -0.9241 0.9775
C1 -1.9709 -0.8279 -0.1242
C2 -0.0391 -0.0521 0.9149
O2 -3.1804 -0.9655 -0.0105
O3 -1.3250 -0.4153 -1.1647
C3 0.3854 0.0127 -0.5296
H1 0.7340 -0.4783 1.5662
H2 -0.3576 0.9224 1.3112
H3 0.8720 -0.9180 -0.8611
O4 2.3594 0.9656 -0.6751
H4 2.8326 0.9609 0.1568
Tl1 0.8754 1.7195 -1.5615

***

The following is a DFT calculation (ωB97M-V/def2-TZVPD) of C6H10O2S in the gas phase.

Summary:
Gap between HOMO and LUMO (alpha / beta) = 8.925 / 8.926 eV
HOMO (alpha / beta) = -8.80 / -8.80 eV
F_max = 3.90 eV/Å

Cartesian coordinates (Å):
C1 1.2087 0.2564 0.3435
C2 0.3979 1.2547 1.0020
C3 -0.8283 1.4027 0.0151
C4 -1.5328 0.0734 -0.3306
C5 -0.4543 -0.8767 -1.0567
C6 0.5912 -1.2655 -0.0051
O1 3.4631 -0.5081 -0.6584
O2 0.0640 -1.8364 1.2121
S1 2.7822 0.6520 0.0067
H1 0.1227 0.9583 1.9709
H2 0.8072 2.3331 1.0883
H3 -1.5713 2.1206 0.4505
H4 -0.3138 1.9152 -0.7465
H5 -1.8622 -0.5375 0.6135
H6 -2.4046 0.1269 -1.0013
H7 -0.9363 -1.8063 -1.5341
H8 -0.0895 -0.2914 -1.9468
H9 1.4141 -1.9896 -0.4900
H10 -0.8577 -1.9820 1.0670

***

The following is a DFT calculation (ωB97M-V/def2-TZVPD) of a molecular structure, C14H25F9N2O6S2.

Summary:
Gap between HOMO and LUMO = 9.495 eV
HOMO = -9.43 eV
F_max = 2.02 eV/Å

Cartesian coordinates (Å):
O1 5.1508 -4.3022 1.4883
S1 6.0464 -3.7137 0.5553
O2 6.9965 -4.5086 -0.1226
O3 6.8240 -2.5116 1.3202
C1 6.2579 -1.2707 0.9261
C2 4.9092 -1.5684 0.2884
C3 4.4699 -0.4774 -0.6413
C4 4.1936 0.8579 0.0866
C5 2.6892 1.1543 0.1962
C6 2.0735 0.5507 1.4634
C7 0.5922 0.1542 1.3159
F1 -0.0116 0.9716 0.4216
F2 -0.0112 0.2829 2.5221
C8 0.5024 -1.3330 0.8689
F3 0.7481 -2.0790 1.9768
F4 1.4593 -1.6393 -0.0380
S2 -1.1897 -1.8726 0.1609
F5 -1.4352 -2.8982 1.3346
F6 -0.4698 -3.0416 -0.6376
F7 -0.9663 -0.9515 -1.1038
F8 -1.9715 -0.7574 0.9379
F9 -2.5752 -2.3582 -0.4561
O4 5.1995 -2.8091 -0.4337
H1 6.8655 -0.7558 0.1852
H2 6.1729 -0.6311 1.7959
H3 4.1773 -1.8625 1.0375
H4 3.6100 -0.7983 -1.2185
H5 5.2660 -0.3158 -1.3628
H6 4.6224 1.6353 -0.5324
H7 4.6342 0.8671 1.0764
H8 2.2126 0.7689 -0.6967
H9 2.5216 2.2246 0.2318
H10 2.6411 -0.3258 1.7593
H11 2.1180 1.2433 2.2952
C9 -4.5261 0.0696 -4.8680
O5 -3.8583 -0.2795 -5.8191
N1 -4.3044 -0.3123 -3.5956
C10 -5.1342 0.1382 -2.4982
C11 -3.1923 -1.2076 -3.3208
H12 -5.3913 0.7475 -4.9716
H13 -4.5311 0.6837 -1.7679
H14 -5.6002 -0.7152 -2.0010
H15 -5.9161 0.7977 -2.8686
H16 -2.2638 -0.7394 -3.6508
H17 -3.3262 -2.1366 -3.8760
H18 -3.1101 -1.4196 -2.2649
C12 -2.8794 4.2983 2.4113
O6 -3.4164 5.2608 2.9181
N2 -3.5105 3.1578 2.0733
C13 -2.8125 2.0406 1.4701
C14 -4.9378 3.0546 2.3263
H19 -1.7997 4.2787 2.1798
H20 -3.2385 1.8193 0.4881
H21 -2.9062 1.1579 2.1047
H22 -1.7621 2.2798 1.3519
H23 -5.4717 3.8375 1.7871
H24 -5.1400 3.1790 3.3903
H25 -5.2944 2.0808 2.0005

***

The following is a DFT calculation (ωB97M-V/def2-TZVPD) of 2 unconnected molecules or ions with the total composition CClNO2S2.

Summary:
Net charge = -2
Gap between HOMO and LUMO = 6.936 eV
HOMO = -2.55 eV
F_max = 1.65 eV/Å

Cartesian coordinates (Å):
C1 2.2482 0.9433 -0.0948
N1 2.0372 1.5930 0.8585
O1 0.7072 4.0348 1.3129
O2 0.8063 2.5291 3.2290
S1 2.6424 0.0388 -1.3396
S2 0.4711 2.6901 1.8227
Cl1 -8.9125 -11.8291 -5.7886

***

The following is a DFT calculation (ωB97M-V/def2-TZVPD) of 2 unconnected molecules or ions with the total composition C8H14N4.

Summary:
Gap between HOMO and LUMO (alpha / beta) = 7.660 / 6.365 eV
HOMO (alpha / beta) = -7.74 / -7.23 eV
F_max = 4.62 eV/Å

Cartesian coordinates (Å):
C1 1.6273 -1.7245 -0.3013
C2 0.2257 0.8075 -0.6025
C3 -0.9134 2.7672 -1.8063
C4 2.7750 -0.7870 -0.2527
C5 -0.5464 -0.4310 -0.2477
C6 -1.6274 -0.7609 -1.2931
C7 -0.1444 -0.4608 2.3279
C8 -1.1637 -0.1534 1.2577
N1 1.2951 1.1036 -0.1492
N2 0.3524 -1.5210 -0.2654
N3 3.3599 1.1464 0.9135
N4 2.4200 0.5899 0.2363
H1 1.8250 -2.7159 -0.2865
H2 -1.7478 2.7911 -1.1817
H3 -0.0758 3.3516 -1.4287
H4 3.5953 -1.1092 0.4506
H5 3.3193 -0.5860 -1.2201
H6 -1.1669 -0.9197 -2.1994
H7 -2.1779 0.0798 -1.3854
H8 -2.2807 -1.4935 -0.8521
H9 0.3072 0.3854 2.7504
H10 0.5937 -1.2824 2.1331
H11 -0.8430 -0.8083 3.1521
H12 -1.5435 0.9139 1.2060
H13 -2.0038 -0.8496 1.2479
H14 2.8478 1.9523 1.2721

***

So what do the calculations give for energy above the lowest of the compared OMol25 structures with the same formula, charge and spin? Going down the list: 163.3 36.5 8.0 0.0 299.7 kcal per mole.